No. 1
Below is an isolated molecule of C5H11NO, with properties calculated with ωB97M-V/def2-TZVPD.

Geometry as XYZ:
```
18
C5H11NO ωB97M-V/def2-TZVPD
C -0.7496 1.9353 -0.0762
C 0.1417 0.9742 -0.8562
C -0.0606 -0.4943 -0.4690
C 0.6920 -1.4290 -1.4121
N 0.4564 -0.7094 0.8622
C -0.2936 -0.7583 1.8719
O 0.2731 -0.9645 3.0716
H -1.8093 1.7161 -0.2552
H -0.5723 1.8664 1.0031
H -0.5651 2.9722 -0.3736
H -0.0575 1.0736 -1.9301
H 1.1987 1.2268 -0.7003
H -1.1402 -0.7209 -0.5215
H 0.3687 -1.2773 -2.4466
H 1.7690 -1.2370 -1.3457
H 0.5238 -2.4762 -1.1399
H -1.3825 -0.6562 1.9214
H 1.2073 -1.0414 2.7961
```

Summary:
- Total energy: -8900.899 eV
- Net charge: 0
- Energy relative to the best compared isomer or geometry (same formula, charge and spin): 18.4 kcal per mole
- Frontier orbital gap: 10.95 eV
- HOMO level: -0.361 Ha

***

No. 2
Below is an isolated molecule of C5H11NO at a distorted geometry, with properties calculated with ωB97M-V/def2-TZVPD.

Geometry as XYZ:
```
18
C5H11NO ωB97M-V/def2-TZVPD
C -1.7061 -1.5147 -1.4467
N -0.8180 -1.2084 -0.4217
C -0.5871 0.0665 -0.0647
O -1.6404 0.8818 -0.2321
C 0.5870 0.6089 0.3897
C 0.5855 1.5927 1.4799
C 1.9008 -0.0875 0.1954
H -2.3275 -2.3488 -1.2012
H -1.1885 -1.8192 -2.3341
H -2.4089 -0.7846 -1.7853
H -0.1005 -1.8678 -0.1814
H -0.9955 1.7155 -0.1593
H 1.0368 1.1435 2.3571
H -0.3808 1.9982 1.7668
H 1.2238 2.4246 1.2252
H 2.7170 0.6303 0.0946
H 2.1895 -0.7410 1.0276
H 1.9129 -0.6901 -0.7097
```

Summary:
- Total energy: -8899.408 eV
- Net charge: 0
- Energy relative to the best compared isomer or geometry (same formula, charge and spin): 52.8 kcal per mole
- Frontier orbital gap: 8.05 eV
- HOMO level: -0.262 Ha

***

No. 3
Below is an isolated molecule of C5H11NO, with properties calculated with ωB97M-V/def2-TZVPD.

Geometry as XYZ:
```
18
C5H11NO ωB97M-V/def2-TZVPD
C 0.6230 -2.3990 -0.3358
C 1.2588 -1.0152 -0.4849
N 0.3813 0.0676 -0.0612
C 0.4314 0.4496 1.2401
O -0.2931 1.2263 1.8200
C -0.5996 0.5039 -1.0660
C -1.6706 1.4841 -0.6255
H -0.3795 -2.4384 -0.7505
H 0.5368 -2.6327 0.7323
H 1.2171 -3.1836 -0.8062
H 2.1761 -0.9480 0.0879
H 1.5312 -0.8467 -1.5227
H 1.2751 -0.0496 1.7577
H -0.0192 0.9130 -1.8857
H -1.0877 -0.3979 -1.4300
H -1.2493 2.3532 -0.1327
H -2.2036 1.8032 -1.5139
H -2.3631 1.0269 0.0749
```

Summary:
- Total energy: -8901.004 eV
- Net charge: 0
- Energy relative to the best compared isomer or geometry (same formula, charge and spin): 16.0 kcal per mole
- Frontier orbital gap: 10.15 eV
- HOMO level: -0.340 Ha

***

No. 4
Below is an isolated molecule of C5H11NO, with properties calculated with ωB97M-V/def2-TZVPD.

Geometry as XYZ:
```
18
C5H11NO ωB97M-V/def2-TZVPD
C 1.8545 0.2408 -1.3404
C 1.0144 -0.5151 -0.3441
C 1.3001 -0.4444 1.1112
N 0.1386 0.2239 0.5541
C -1.1459 -0.4130 0.8342
C -2.1918 0.3145 0.0044
O -2.1120 1.6954 0.2552
H 1.2844 0.4462 -2.2517
H 2.7376 -0.3485 -1.6146
H 2.1967 1.1923 -0.9217
H 0.5730 -1.4356 -0.7312
H 2.0874 0.2270 1.4490
H 1.1261 -1.3087 1.7509
H -1.1437 -1.4949 0.6119
H -1.3633 -0.2841 1.9003
H -2.0243 0.0866 -1.0632
H -3.1992 -0.0253 0.2664
H -1.1565 1.8668 0.3169
```

Summary:
- Total energy: -8899.724 eV
- Net charge: 0
- Energy relative to the best compared isomer or geometry (same formula, charge and spin): 45.5 kcal per mole
- Frontier orbital gap: 10.65 eV
- HOMO level: -0.350 Ha

***

No. 5
Below is an isolated molecule of C5H11NO at a distorted geometry, with properties calculated with ωB97M-V/def2-TZVPD.

Geometry as XYZ:
```
18
C5H11NO ωB97M-V/def2-TZVPD
C -0.7066 1.4340 -0.4553
C -0.4844 0.0507 -1.0575
C 0.8598 -0.0960 -1.7623
N -0.6245 -1.1799 -0.2718
O -1.6378 -1.1460 0.7876
C -0.2604 -1.3462 1.0697
C 0.6824 -0.3808 1.7721
H 0.1836 1.8214 0.0449
H -0.9509 2.1222 -1.2709
H -1.5449 1.4227 0.2456
H -1.2780 -0.1162 -1.7887
H 0.9819 -1.1023 -2.1756
H 0.9249 0.6249 -2.5769
H 1.6905 0.0929 -1.0735
H -0.1086 -2.3937 1.3674
H 1.7196 -0.4313 1.3727
H 0.3833 0.6702 1.7602
H 0.7258 -0.7125 2.8029
```

Summary:
- Total energy: -8898.299 eV
- Net charge: 0
- Energy relative to the best compared isomer or geometry (same formula, charge and spin): 78.4 kcal per mole
- Frontier orbital gap: 10.11 eV
- HOMO level: -0.333 Ha

***

No. 6
Below is an isolated molecule of C5H11NO at a distorted geometry, with properties calculated with ωB97M-V/def2-TZVPD.

Geometry as XYZ:
```
18
C5H11NO ωB97M-V/def2-TZVPD
N 3.0108 -0.4193 -1.1533
C 1.8605 -0.1245 -0.4292
C 0.6177 0.1077 -0.9283
C -0.3209 1.1606 -0.2904
C -1.6763 0.4920 0.0630
C -1.6514 -0.7928 0.8141
O -0.9405 -0.5628 2.0326
H 2.9118 -0.1429 -2.1206
H 3.7861 -0.0012 -0.6691
H 2.0093 -0.2876 0.6602
H 0.1303 -0.5025 -1.7000
H -0.5031 2.1476 -0.7310
H 0.2126 1.4720 0.6462
H -2.2134 1.1832 0.7650
H -2.3790 0.3733 -0.7653
H -1.0495 -1.5923 0.3056
H -2.6704 -1.1807 0.9093
H -1.1345 -1.3298 2.5912
```

Summary:
- Total energy: -8898.704 eV
- Net charge: 0
- Energy relative to the best compared isomer or geometry (same formula, charge and spin): 69.0 kcal per mole
- Frontier orbital gap: 8.38 eV
- HOMO level: -0.271 Ha

***

No. 7
Below is a cluster of 2 separate species, C5H11NO in total at a distorted geometry, with properties calculated with ωB97M-V/def2-TZVPD.

Geometry as XYZ:
```
18
C5H11NO ωB97M-V/def2-TZVPD
C 2.5304 0.8735 0.5616
N 1.4055 0.3125 0.4572
C 0.7922 0.0477 -0.7662
C -0.4488 0.5050 -0.9610
C -1.4056 0.6925 0.1884
C -1.6231 2.1420 0.6841
H 2.7784 1.4392 1.4546
H 3.2275 0.8925 -0.2850
H 1.1163 -0.6995 -1.4934
H -0.9085 0.2863 -1.9163
H -1.1931 0.1035 1.0774
H -2.3631 0.2996 -0.1600
H -1.2601 2.2090 1.7090
H -0.8753 2.8180 0.2556
H -2.6087 2.5713 0.5425
O -0.7247 -3.8964 -0.2288
H -1.4085 -3.2679 -0.4746
H -0.0093 -3.4458 0.2180
```

Summary:
- Total energy: -8898.488 eV
- Net charge: 0
- Energy relative to the best compared isomer or geometry (same formula, charge and spin): 74.0 kcal per mole
- Frontier orbital gap: 9.53 eV
- HOMO level: -0.323 Ha

***

No. 8
Below is an isolated molecule of C5H11NO, with properties calculated with ωB97M-V/def2-TZVPD.

Geometry as XYZ:
```
18
C5H11NO ωB97M-V/def2-TZVPD
C -0.5792 -1.7700 -1.3415
C 0.6676 -0.9352 -1.0157
N 0.4275 0.0368 0.0455
C 0.6176 -0.3801 1.4248
C -0.1045 1.2475 -0.3078
C -0.4020 2.2200 0.8202
O -0.3376 1.5323 -1.4743
H -0.3222 -2.7947 -1.6288
H -1.1464 -1.3107 -2.1560
H -1.2375 -1.8197 -0.4677
H 0.9874 -0.3789 -1.8990
H 1.5055 -1.5703 -0.7070
H 1.5523 0.0090 1.8533
H -0.2109 -0.0604 2.0660
H 0.6542 -1.4736 1.4668
H -0.7089 3.1641 0.3669
H 0.4711 2.3837 1.4620
H -1.2194 1.8443 1.4484
```

Summary:
- Total energy: -8901.267 eV
- Net charge: 0
- Energy relative to the best compared isomer or geometry (same formula, charge and spin): 9.9 kcal per mole
- Frontier orbital gap: 9.98 eV
- HOMO level: -0.335 Ha